Entry 1:
9
Properties=species:S:1:pos:R:3:forces:R:3:nbo_charge:R:1 method="wB97M-V/def2-TZVPD" e_lumo_ev="-0.91 / -0.91" total_energy_ev=-81314.38681 multiplicity=1 total_charge=0 molar_mass_g_mol=246.87 homo_ev="-8.9 / -8.9"
C -0.4394 -0.5952 0.8117 5.52 -2.10 1.02 -0.32
C 0.1276 0.4330 0.1984 -2.33 0.82 -0.22 -0.34
C 1.4828 0.6074 -0.3086 0.36 -1.21 -3.92 -0.46
Br 2.0579 2.3962 -0.4022 0.09 0.54 0.31 0.12
I 2.9723 -0.7396 0.3192 0.03 -0.03 0.24 0.21
H -1.2721 -0.6220 1.4218 -2.11 0.24 0.31 0.21
H 0.3710 -1.3706 1.1325 -1.83 0.70 -0.74 0.18
H -0.6165 1.2317 0.0807 0.92 0.43 -0.48 0.23
H 1.6020 0.2202 -2.1491 -0.64 0.60 3.47 0.15

Entry 2:
21
Properties=species:S:1:pos:R:3:forces:R:3:nbo_charge:R:1 method="wB97M-V/def2-TZVPD" smiles=CC[C@@H](CN)NC e_lumo_ev=1.19 total_energy_ev=-8391.06189 multiplicity=1 total_charge=0 molar_mass_g_mol=102.18 homo_ev=-7.9
C 1.5800 -1.6040 0.4048 -0.66 -1.94 -0.10 -0.63
C 0.1892 -1.0165 0.5428 -1.39 -0.08 -2.06 -0.43
C -0.1167 0.0360 -0.5155 0.50 2.86 0.79 -0.04
C -1.5921 0.4812 -0.4966 -0.53 -0.71 -0.23 -0.22
N -2.4011 -0.3718 -1.3346 -0.86 -0.74 -0.12 -0.90
N 0.7603 1.2275 -0.3183 -0.61 -0.27 -0.75 -0.67
C 1.0094 1.7860 0.9810 0.03 -0.65 0.18 -0.41
H 2.1489 -1.3381 -0.4839 0.04 0.95 0.28 0.22
H 2.1504 -1.5909 1.3246 0.36 0.32 -0.03 0.22
H 1.4276 -2.6665 0.1707 0.12 -0.11 0.40 0.21
H -0.1011 -0.5933 1.4759 0.53 0.57 1.02 0.21
H -0.6565 -1.7101 0.4245 0.61 -0.69 -0.14 0.20
H 0.0692 -0.1669 -1.5675 0.13 -1.00 0.09 0.20
H -1.7287 1.5110 -0.8239 0.44 0.08 -0.08 0.20
H -2.0129 0.4426 0.5129 0.11 -0.03 0.08 0.18
H -2.9024 -1.1747 -1.0048 0.19 0.13 0.49 0.37
H -2.5334 -0.2754 -2.3205 0.42 0.57 -0.10 0.37
H 1.4621 1.2595 -1.0285 0.53 0.25 0.34 0.37
H 1.1974 1.0066 1.7308 -0.02 0.03 0.12 0.16
H 1.9069 2.3978 1.0034 -0.09 0.28 -0.27 0.21
H 0.1435 2.3600 1.3228 0.13 0.18 0.09 0.18

Entry 3:
23
Properties=species:S:1:pos:R:3:forces:R:3:lowdin_spin:R:1 method="wB97M-V/def2-TZVPD" e_lumo_ev="-14.29 / -16.82" total_energy_ev=-45488.53888 multiplicity=8 total_charge=+3 molar_mass_g_mol=401.41 s_squared=16.047 homo_ev="-20.3 / -20.3"
O -5.2158 -4.7137 -1.7871 2.17 1.94 0.70 0.00
C -4.3867 -3.9760 -1.5202 -2.04 -1.82 -0.66 0.00
Gd -0.8199 -0.7042 -0.2638 2.14 1.48 0.31 6.82
O -4.0849 0.6539 -0.8636 5.33 -2.28 1.58 0.00
C -3.0473 0.2211 -0.5738 -7.02 3.15 -1.89 -0.01
C -0.3278 -3.0396 -0.6694 2.56 -7.58 0.20 -0.01
O 0.0350 -4.1431 -0.6897 -1.98 5.68 -0.06 0.00
C -1.2152 -1.3828 -2.5585 -1.09 -0.16 -7.54 -0.01
O -1.3609 -1.4557 -3.7052 0.69 0.13 5.62 0.00
C -2.0864 -1.7762 1.5237 -2.80 -3.18 6.29 -0.01
O -2.5196 -2.2710 2.4769 2.00 2.40 -4.76 0.00
N 1.2194 4.1570 3.2998 0.30 -1.91 -1.94 0.01
C 1.4038 3.3618 2.4589 -0.12 1.49 1.45 0.00
C 1.7406 2.4237 1.4061 -0.93 0.05 0.54 0.01
C 2.9973 2.4470 0.7931 -0.10 -0.25 -0.18 -0.01
C 3.2815 1.5307 -0.2182 -0.16 -0.01 0.05 0.01
C 2.3032 0.6189 -0.5860 -0.37 -0.39 -0.19 0.02
N 1.0801 0.5877 0.0072 0.64 1.01 0.61 0.14
C 0.7914 1.4797 0.9971 0.31 -0.23 -0.35 0.01
H 3.7170 3.1837 1.1271 0.14 -0.01 -0.08 0.00
H 4.2487 1.5117 -0.7251 -0.29 0.00 0.15 0.00
H 2.4609 -0.1182 -1.3666 0.22 0.10 0.01 0.00
H -0.2144 1.4038 1.4374 0.40 0.39 0.15 0.00

Entry 4:
84
Properties=species:S:1:pos:R:3:forces:R:3:lowdin_spin:R:1 method="wB97M-V/def2-TZVPD" e_lumo_ev="-0.35 / -0.33" total_energy_ev=-164450.57424 multiplicity=6 total_charge=0 molar_mass_g_mol=948.17 s_squared=8.760 homo_ev="-6.8 / -6.8"
Sm 1.1312 0.1294 -0.6218 -1.20 1.27 0.15 5.06
C -2.6666 5.2677 2.3321 0.54 0.28 -0.04 0.00
C -2.4934 3.8411 1.8980 0.58 -1.11 -1.58 0.00
C -2.1866 2.8403 2.8255 -0.15 0.32 -0.34 0.00
C -1.5159 1.6860 2.3789 -1.47 1.13 -0.13 0.00
C -1.4629 1.2925 1.0502 0.95 0.72 -2.14 0.00
N -0.8908 0.0167 0.7139 -0.30 1.07 0.19 -0.01
C -1.7037 -0.9773 1.1936 0.90 -1.90 0.09 0.00
C -3.1123 -0.9584 1.1903 -0.60 -1.71 0.36 0.00
C -3.8893 -2.0982 1.6169 1.71 1.93 -0.32 0.00
C -3.3331 -3.2449 2.1353 2.36 0.01 1.60 0.00
C -4.1007 -4.4727 2.5976 -0.57 -0.27 0.77 0.00
C -1.9042 -3.1849 2.3360 -0.20 0.88 -2.97 0.00
C -1.0879 -2.2069 1.6827 -2.51 0.41 0.98 0.00
N 0.3172 -2.4251 1.6114 2.58 -1.41 -1.55 0.00
C 0.9823 -3.4521 2.2903 -2.69 0.78 0.15 0.00
C 1.9723 -3.9409 1.5143 0.80 -0.27 -0.02 0.00
C 2.0299 -3.1752 0.3541 -2.91 1.61 0.95 0.00
N 1.0088 -2.2501 0.3229 0.58 -1.58 2.18 -0.01
C -1.8569 2.2459 0.0469 -1.22 1.29 2.36 0.00
C -2.3641 3.5033 0.4977 0.65 -0.32 1.14 0.00
N -1.8901 2.0154 -1.3375 0.45 -0.62 -2.03 0.00
C -2.7353 2.6009 -2.3044 1.03 -0.74 1.08 0.00
C -2.3094 2.1073 -3.5211 0.94 -0.76 1.53 0.00
C -1.2177 1.2350 -3.2650 0.90 0.36 1.53 0.00
N -0.9100 1.1911 -1.9348 -2.58 1.42 -1.28 -0.01
H -2.8682 5.4640 3.3835 -0.29 -0.58 0.11 0.00
H -3.3997 5.7710 1.7442 -0.69 0.46 -0.44 0.00
H -1.7242 5.8135 2.1691 -0.10 -0.27 -0.18 0.00
H -2.5541 3.0331 3.8597 1.17 -0.37 -0.58 0.00
H -1.0251 1.0655 3.0616 0.26 -1.17 1.11 0.00
H -3.6808 -0.1163 0.7809 0.49 -0.15 0.29 0.00
H -4.9243 -1.9078 1.6264 -1.32 -0.32 -0.25 0.00
H -5.0833 -4.1719 2.9927 0.14 0.05 -0.24 0.00
H -3.6636 -5.0612 3.4845 -0.12 0.86 -1.68 0.00
H -4.3278 -5.1260 1.7262 0.37 0.10 0.70 0.00
H -1.3418 -4.0192 2.6761 -0.21 -0.84 0.47 0.00
H 0.5261 -3.9005 3.2092 0.82 0.86 -0.94 0.00
H 2.5768 -4.7882 1.7525 0.39 -0.12 0.13 0.00
H 2.7462 -3.2701 -0.4153 0.45 0.22 -0.82 0.00
H -2.5940 4.2594 -0.2526 0.13 -0.08 0.22 0.00
H -3.5597 3.3234 -2.0621 1.16 -1.09 -0.10 0.00
H -2.6863 2.3284 -4.4654 -0.64 0.35 -1.26 0.00
H -0.5163 0.7290 -3.9594 -0.87 0.45 0.54 0.00
F 4.7464 0.5044 3.8690 -0.89 -1.62 -0.45 0.00
C 4.6592 -0.7487 3.2631 0.78 0.95 2.33 0.00
F 5.7465 -1.4063 3.7715 -0.79 -0.04 -0.15 0.00
F 3.5466 -1.4406 3.6909 1.23 1.23 -0.34 0.00
C 4.7578 -0.6513 1.8144 -2.30 1.40 -1.92 0.00
C 5.7615 -1.2636 1.1522 0.19 -1.18 -1.89 0.00
C 5.6204 -1.4788 -0.2525 -0.67 0.62 0.68 0.00
C 4.4351 -1.1061 -0.9027 2.11 -1.68 -0.10 0.00
N 3.4812 -0.4429 -0.3091 0.05 1.59 2.45 -0.01
C 3.6852 -0.0009 1.0235 -0.33 -1.18 -0.21 0.00
S 2.5306 1.1391 1.6615 0.63 -1.05 -0.59 -0.01
H 6.5821 -1.7270 1.6979 -0.15 0.19 -0.22 0.00
H 6.3577 -2.0277 -0.7848 0.52 -0.25 -0.36 0.00
H 4.2883 -1.5017 -1.9314 -0.12 0.57 0.68 0.00
Se 2.2687 2.2967 -2.3992 0.53 -0.53 0.12 -0.02
C 1.5757 3.8296 -1.5256 -1.32 1.43 1.10 0.00
C 1.9312 4.2900 -0.2338 -1.55 1.29 -0.95 0.00
C 1.1648 5.3736 0.3667 1.11 -1.60 -0.96 0.00
C 0.1324 5.9969 -0.3134 -1.13 0.43 0.91 0.00
C -0.1852 5.5823 -1.5936 -0.41 0.43 -0.66 0.00
C 0.5164 4.5498 -2.1531 0.29 -1.76 -1.94 0.00
H 2.7855 3.8405 0.2306 0.11 -0.09 0.58 0.00
H 1.4150 5.6419 1.3721 0.07 0.24 0.42 0.00
H -0.6018 6.7150 0.1451 1.32 -0.52 -0.14 0.00
H -0.9942 6.0895 -2.1670 0.66 -0.53 0.50 0.00
H 0.2304 4.1703 -3.1775 0.27 0.58 1.15 0.00
S 1.9869 -2.7795 -4.6073 0.05 0.49 0.68 0.00
C 1.9167 -1.3509 -3.6479 0.19 1.22 0.82 0.00
N 0.8867 -1.1418 -2.8578 0.60 -1.81 -1.01 -0.01
C 0.0427 -2.2591 -2.9819 0.23 -0.88 -0.62 0.00
C -1.1349 -2.4679 -2.2845 -0.56 0.74 1.02 0.00
C -1.8040 -3.6666 -2.4361 -1.59 -1.27 -0.12 0.00
C -1.3891 -4.6374 -3.3892 2.10 1.10 0.64 0.00
C -0.1408 -4.5069 -4.0146 -0.58 0.08 -0.02 0.00
C 0.5228 -3.2917 -3.8401 -0.27 0.37 0.25 0.00
H 2.7269 -0.6218 -3.5939 -0.07 -0.18 -0.54 0.00
H -1.4887 -1.6542 -1.6079 0.19 -0.89 -0.40 0.00
H -2.7116 -3.9550 -1.8096 1.24 0.89 -0.94 0.00
H -1.8716 -5.5545 -3.5804 -0.93 -0.78 0.27 0.00
H 0.3100 -5.3489 -4.5791 -0.48 0.84 0.18 0.00